[1]
Molecular formula: C30H29ClF2MnN3O2
Method: DFT, the ωB97M-V functional and the def2-TZVPD basis

XYZ file:
```
68
Properties=species:S:1:pos:R:3:forces:R:3
Mn 0.215 -1.769 -0.005 0.0 -0.9 0.3
Cl -6.281 -0.315 -0.699 0.0 0.0 0.0
F -0.513 -3.474 -2.200 -0.1 -0.1 -0.1
F 1.530 -2.707 -2.375 0.1 0.1 -0.1
O -1.575 1.431 1.842 0.0 0.1 0.0
O 2.031 -0.624 -0.624 0.0 0.7 -0.2
N -0.276 -0.404 1.363 0.0 0.2 0.2
N 1.567 -2.255 1.819 0.0 0.2 0.1
N -0.993 -0.331 -1.188 0.0 0.3 0.0
C 3.182 -3.442 3.109 0.0 0.0 0.0
C -2.804 1.498 -2.189 0.0 0.0 0.0
C 2.343 2.224 0.112 0.0 0.0 0.0
C 1.203 -1.562 2.901 0.0 0.0 -0.1
C 2.033 0.283 -1.455 0.2 -0.4 0.1
C -3.162 -1.718 1.362 0.0 0.0 0.0
C 1.809 -1.779 4.136 0.0 0.0 0.0
C 2.533 -3.169 1.922 0.0 0.0 0.0
C 1.612 4.421 -0.608 0.0 0.0 0.0
C 2.989 1.387 1.175 0.0 0.0 0.1
C 0.627 -3.211 -1.440 0.0 -0.2 -0.3
C -1.115 0.590 1.072 -0.1 -0.1 -0.1
C -2.531 -2.594 0.469 -0.1 0.0 0.1
C -1.217 -3.179 0.791 0.2 0.3 -0.4
C 1.392 3.921 -1.886 0.0 0.0 0.0
C 2.032 1.717 -1.165 0.0 -0.2 0.0
C -3.160 -2.813 -0.762 0.1 0.0 0.0
C 2.806 -2.728 4.240 0.0 0.0 0.0
C -2.439 1.536 -0.855 0.0 0.0 0.0
C 1.393 2.134 -3.613 0.0 0.0 0.0
C -4.311 -2.131 -1.117 0.0 0.0 0.0
C -1.345 -0.367 -2.473 -0.1 0.0 0.0
C -4.869 -1.226 -0.229 0.0 0.0 0.0
C -4.314 -1.032 1.024 0.0 0.0 0.0
C 1.341 5.865 -0.302 0.0 0.0 0.0
C 0.121 -0.520 2.741 0.0 0.0 0.0
C -1.530 0.601 -0.390 0.1 0.0 0.0
C 2.117 3.568 0.363 0.0 0.0 0.0
C 1.611 2.588 -2.192 0.0 0.1 0.0
C -2.248 0.531 -3.015 0.1 0.0 0.0
H 1.042 4.589 -2.664 0.0 0.0 0.0
H -1.033 -4.143 0.322 -0.1 0.0 0.1
H -0.730 -0.781 3.387 0.0 0.0 0.0
H -3.524 2.205 -2.580 0.0 0.0 0.0
H 1.439 6.070 0.762 0.0 0.0 0.0
H 2.277 1.644 -4.022 0.0 0.0 0.0
H 3.288 -2.911 5.190 0.0 0.0 0.0
H 3.956 1.018 0.830 0.0 0.0 0.0
H 1.496 -1.198 4.993 0.0 0.0 0.0
H 0.489 0.438 3.129 0.0 0.0 0.0
H -0.906 -1.162 -3.065 0.0 0.0 0.0
H 2.004 0.001 -2.519 -0.1 0.0 0.0
H 2.393 0.519 1.415 -0.2 -0.2 0.1
H -2.846 2.249 -0.152 0.0 0.0 0.0
H -1.018 -3.210 1.861 0.0 0.0 0.0
H -2.513 0.462 -4.061 0.0 0.0 0.0
H 3.957 -4.193 3.146 0.0 0.0 0.0
H 1.022 -4.202 -1.176 0.0 0.1 0.1
H 2.035 6.513 -0.840 0.0 0.0 0.0
H -4.762 -0.334 1.717 0.0 0.0 0.0
H 0.332 6.139 -0.612 0.0 0.0 0.0
H 0.559 1.441 -3.697 -0.1 -0.1 0.0
H 2.786 -3.695 1.009 0.0 0.0 0.0
H -2.715 -3.501 -1.468 0.0 0.0 0.0
H 3.150 1.981 2.074 0.0 0.0 0.0
H 1.171 2.995 -4.241 0.0 0.0 0.0
H 2.341 3.960 1.348 0.0 0.0 0.0
H -4.771 -2.294 -2.082 0.0 0.0 0.0
H -2.723 -1.545 2.336 0.1 0.0 0.0
```
Forces are in eV/Å.

gap between HOMO and LUMO (alpha / beta): 6.59 / 7.01 eV
multiplicity: 5
E_LUMO (alpha / beta): -0.52 / -0.44 eV
relative energy (zero: lowest compared OMol25 entry of this formula, charge and spin): 0.0 kcal/mol

=====

[2]
Molecular formula: C34H46Cl3NO4P2S
Method: DFT, the ωB97M-V functional and the def2-TZVPD basis

XYZ file:
```
91
Properties=species:S:1:pos:R:3:forces:R:3
Cl -1.801 1.947 -0.558 -0.1 0.1 -0.1
Cl 6.047 0.806 -5.364 0.1 0.1 -0.1
Cl 0.086 -1.820 0.367 0.1 -0.1 -0.1
S 3.066 3.036 -1.257 0.0 -0.1 0.1
P 1.168 2.692 -0.944 0.7 0.3 -0.4
P 4.878 0.683 -3.671 0.1 0.0 -0.1
O 1.535 0.126 -1.732 0.0 -0.4 0.2
O 5.601 -0.610 -2.974 -0.3 -0.1 -0.1
O 0.167 -0.337 -3.484 -0.1 0.4 0.3
O 1.485 1.495 -3.592 -0.2 0.0 0.0
N 3.583 -0.107 -4.452 -0.1 0.0 0.1
C 1.304 -4.952 -4.358 0.0 0.0 0.0
C -3.103 -3.046 5.024 0.0 0.0 0.0
C -0.152 5.496 3.799 0.0 0.0 0.0
C -2.012 -5.589 5.234 0.0 0.0 0.0
C 0.001 1.831 5.425 0.0 0.0 0.0
C -0.268 0.079 7.050 0.0 0.0 0.0
C 2.351 6.360 2.960 0.0 0.0 0.0
C -0.147 -0.259 -4.870 -0.2 -0.4 -0.5
C 1.568 7.175 3.765 0.0 0.0 0.0
C 0.727 -6.545 -6.063 0.0 0.0 0.0
C -2.168 0.859 5.800 0.0 0.0 0.0
C 2.545 -0.725 -3.655 0.2 -0.2 -0.1
C -0.741 0.502 -0.760 0.0 -0.2 0.1
C -1.624 0.015 6.758 0.0 0.0 0.0
C 1.611 -6.087 -5.096 0.0 0.0 0.0
C 0.115 -4.275 -4.590 0.0 0.1 0.0
C -2.176 3.107 -4.744 0.3 -0.1 0.1
C -3.935 -4.155 5.071 0.0 0.0 0.0
C -1.180 -4.480 5.182 0.0 0.0 0.0
C 0.543 0.990 6.388 0.0 0.0 0.0
C -0.766 -4.730 -5.561 0.0 0.0 0.0
C -1.650 1.770 -4.203 -0.3 0.2 -0.1
C -1.045 -0.434 0.427 -0.3 0.2 -0.1
C -0.461 -5.866 -6.297 0.0 0.0 0.0
C 0.633 4.682 2.995 0.0 0.0 0.0
C -1.725 -3.208 5.078 0.0 0.0 0.0
C -1.127 0.852 -5.304 0.0 0.1 0.1
C 1.885 5.110 2.576 0.0 -0.1 0.0
C 0.317 6.743 4.186 0.0 0.0 0.0
C -1.354 1.763 5.132 0.0 0.0 -0.1
C -1.012 0.239 1.793 0.0 -0.2 0.2
C 0.757 0.885 -0.849 -0.4 0.3 0.4
C -3.390 -5.427 5.177 0.0 0.0 0.0
C 1.411 0.189 -3.124 0.0 0.0 -0.2
H 2.284 1.913 -3.217 0.1 0.0 0.0
H 0.635 2.538 4.905 0.0 0.0 0.0
H 3.325 6.698 2.630 0.0 0.0 0.0
H -2.255 -0.699 7.271 0.0 0.0 0.0
H -1.588 -6.581 5.317 0.0 0.0 0.0
H -1.460 3.537 -5.450 -0.1 0.0 0.0
H -3.140 2.999 -5.241 0.0 0.0 -0.1
H -0.265 1.035 1.838 0.0 0.0 0.0
H 3.009 -1.211 -2.796 0.0 0.0 0.0
H -1.777 2.413 4.375 0.0 0.0 0.0
H 1.600 1.041 6.617 0.0 0.0 0.0
H -1.149 -6.224 -7.052 0.0 0.0 0.0
H -1.085 0.034 -1.674 0.3 0.0 -0.1
H -0.648 1.458 -6.078 0.0 0.0 0.1
H 0.724 3.221 0.272 -0.3 -0.1 0.0
H -0.780 -0.488 2.571 0.0 0.0 -0.1
H 0.763 -0.190 -5.471 0.1 0.0 0.2
H -3.224 0.805 5.568 0.0 0.0 0.0
H -0.867 1.980 -3.479 0.0 -0.1 0.0
H -4.039 -6.293 5.216 0.0 0.0 0.0
H -1.692 -4.199 -5.744 0.0 0.0 0.0
H 0.267 3.706 2.695 0.0 0.0 0.0
H 2.082 -1.523 -4.238 0.0 0.0 0.0
H 0.965 -7.431 -6.637 0.0 0.0 0.0
H -3.526 -2.052 4.945 0.0 0.0 0.0
H -2.476 1.275 -3.686 0.2 -0.1 0.2
H -1.128 5.160 4.125 0.0 0.0 0.0
H 5.454 -0.588 -2.024 0.2 0.1 0.2
H -2.031 -0.861 0.244 0.1 0.0 0.1
H 1.992 -4.595 -3.602 0.0 0.0 0.0
H -2.277 3.831 -3.932 -0.2 -0.1 0.0
H 0.382 3.280 -1.932 -0.4 0.0 0.1
H 2.539 -6.614 -4.917 0.0 0.0 0.0
H 2.499 4.473 1.950 0.0 0.0 0.0
H -0.291 7.379 4.816 0.0 0.0 0.0
H 1.173 0.632 0.133 0.2 0.0 -0.1
H 1.932 8.149 4.065 0.0 0.0 0.0
H -0.588 -1.228 -5.114 0.0 0.0 0.1
H -1.079 -2.340 5.040 0.0 0.0 0.0
H -1.991 0.656 2.028 0.1 0.1 -0.1
H -1.986 0.371 -5.777 0.1 0.0 -0.1
H 3.249 0.368 -5.279 0.0 0.0 0.0
H -0.106 -4.606 5.223 0.0 0.0 0.0
H -5.010 -4.029 5.026 0.0 0.0 0.0
H -0.124 -3.390 -4.011 0.0 0.0 0.0
H 0.157 -0.586 7.792 0.0 0.0 0.0
```
Forces are in eV/Å.

gap between HOMO and LUMO: 8.95 eV
SMILES string: CCCCO[C@](O)(CNP(O)Cl)O[C@@H]([PH2]=S)[C@H](Cl)[C@H](C)Cl.c1ccccc1.c1ccccc1.c1ccccc1.c1ccccc1
E_LUMO: 0.39 eV

=====

[3]
Molecular formula: C4H4O2S
Method: DFT, the ωB97M-V functional and the def2-TZVPD basis

XYZ file:
```
11
Properties=species:S:1:pos:R:3:forces:R:3
S 2.263 0.975 0.015 -0.8 2.0 0.0
O 2.748 -1.611 -0.040 2.8 -1.6 0.0
O 0.794 1.547 -0.017 0.3 -2.0 0.1
C 1.907 -0.753 0.003 -4.8 -0.5 0.1
C -0.356 0.087 0.010 -0.4 1.9 -0.4
C 0.446 -0.941 0.053 3.2 -0.3 -0.1
C -1.720 0.571 -0.025 0.2 0.6 0.3
H -1.788 1.439 -0.680 -0.2 0.0 -0.1
H -2.042 0.871 0.972 -0.4 0.1 0.0
H -2.369 -0.221 -0.403 0.1 0.0 0.0
H 0.116 -1.964 0.113 -0.2 -0.1 0.0
```
Forces are in eV/Å.

gap between HOMO and LUMO (alpha / beta): 5.77 / 7.21 eV
multiplicity: 3
E_LUMO (alpha / beta): 0.22 / -2.57 eV
relative energy (zero: lowest compared OMol25 entry of this formula, charge and spin): 28.9 kcal/mol

=====

[4]
Molecular formula: C3H2O3Pt
Method: DFT, the ωB97M-V functional and the def2-TZVPD basis

XYZ file:
```
9
Properties=species:S:1:pos:R:3:forces:R:3
Pt 2.193 -0.931 1.062 7.9 -3.9 1.7
O -1.902 -1.194 1.163 1.0 0.1 0.5
O 0.380 -1.523 1.396 -3.9 -1.8 1.4
O 1.306 0.538 0.369 -2.2 5.5 -2.3
C -0.341 1.180 -1.358 0.2 -0.6 -0.1
C 0.595 0.843 -0.522 -1.6 0.5 -0.5
C -0.771 -1.334 1.336 -2.0 -0.2 -0.8
H -1.387 0.947 -1.073 0.7 0.3 -0.2
H -0.074 1.473 -2.373 -0.2 0.1 0.3
```
Forces are in eV/Å.

total charge: +1
gap between HOMO and LUMO (alpha / beta): 7.44 / 7.63 eV
multiplicity: 4
E_LUMO (alpha / beta): -4.86 / -7.80 eV
relative energy (zero: lowest compared OMol25 entry of this formula, charge and spin): 0.0 kcal/mol

=====

[5]
Molecular formula: C30H20Cl2MnN7O3
Method: DFT, the ωB97M-V functional and the def2-TZVPD basis

XYZ file:
```
63
Properties=species:S:1:pos:R:3:forces:R:3
Mn -0.161 -0.093 -0.098 -0.6 0.2 -0.1
Cl 6.405 2.652 -1.051 0.0 0.0 0.0
Cl 4.533 5.252 -1.047 0.0 0.0 0.0
O 4.029 -1.221 0.732 0.0 0.1 -0.1
O -3.222 -2.351 -1.461 0.0 0.0 0.1
O 0.087 4.223 0.720 0.1 -0.1 -0.1
N -0.395 -0.265 -2.096 0.0 0.0 0.0
N 0.777 -2.355 -0.063 0.1 -0.1 0.1
N -1.717 -1.246 -0.101 0.1 -0.1 0.0
N 0.587 2.068 -0.044 0.5 0.0 0.0
N -1.980 1.458 -0.055 0.1 0.1 0.2
N 2.136 -0.083 -0.044 0.2 0.3 0.0
N -0.395 -0.267 1.910 0.0 0.0 -0.1
C 0.137 0.123 4.198 0.0 0.0 -0.1
C 2.782 1.146 -0.221 0.0 -0.2 0.0
C 0.338 0.275 -3.066 -0.1 -0.1 -0.1
C -1.446 -1.042 -2.417 0.0 0.0 0.1
C 1.999 -4.796 0.495 0.0 0.0 0.0
C -0.184 3.067 0.351 -0.4 0.0 0.1
C -2.597 3.677 0.610 0.0 -0.1 0.0
C -1.800 -1.302 -3.727 0.1 0.1 0.0
C 3.885 3.662 -0.735 0.0 0.1 0.0
C 4.147 1.294 -0.474 0.0 0.0 0.0
C -1.729 -1.255 3.612 0.0 0.0 -0.1
C 0.372 0.298 2.845 -0.1 0.0 0.1
C -3.281 1.173 -0.172 0.0 0.1 0.0
C -1.653 2.699 0.315 0.1 0.0 -0.1
C 0.679 -4.744 0.076 -0.1 0.0 0.0
C 2.699 -3.612 0.617 0.0 0.0 0.0
C 2.054 -2.417 0.316 0.0 0.1 -0.1
C 1.958 2.292 -0.221 -0.2 0.1 0.0
C 0.111 -3.508 -0.180 0.1 0.0 0.0
C 4.691 2.541 -0.736 0.1 -0.1 0.0
C -2.264 -1.652 1.160 0.0 0.0 0.0
C 2.847 -1.127 0.355 -0.1 -0.3 0.1
C -0.935 -0.669 4.582 0.0 0.0 0.1
C -1.434 -1.036 2.272 0.0 0.0 0.1
C -1.035 -0.738 -4.739 -0.1 0.0 0.0
C -4.287 2.092 0.076 0.0 0.0 0.0
C 2.530 3.540 -0.471 0.0 0.0 0.0
C -3.936 3.368 0.489 0.0 0.1 0.0
C 0.047 0.060 -4.407 0.0 0.0 0.1
C -2.235 -1.627 -1.251 0.0 0.0 -0.2
H 2.474 -5.744 0.715 0.0 0.0 0.0
H -5.320 1.798 -0.051 0.0 0.0 0.0
H -1.150 -0.829 5.631 0.0 0.0 0.0
H -4.696 4.109 0.704 0.0 0.0 0.0
H -3.536 0.169 -0.479 0.0 0.0 0.0
H 4.789 0.430 -0.453 0.0 0.0 0.0
H -2.656 -1.935 -3.911 0.0 0.0 0.0
H -2.572 -1.880 3.877 0.0 0.0 0.0
H 1.170 0.888 -2.743 0.0 0.0 0.0
H -2.270 -2.745 1.282 0.0 0.0 0.0
H 0.086 -5.640 -0.051 0.0 0.0 0.0
H -3.312 -1.341 1.281 0.0 0.0 0.0
H -2.234 4.648 0.911 0.0 0.0 0.0
H 0.784 0.600 4.921 0.0 0.0 0.0
H -1.283 -0.920 -5.777 0.0 0.0 0.0
H 3.733 -3.561 0.925 0.0 0.0 0.0
H -0.922 -3.446 -0.494 0.0 0.0 0.0
H 0.667 0.518 -5.165 0.0 0.0 0.0
H 1.189 0.902 2.470 0.0 0.0 0.0
H 1.914 4.423 -0.449 0.0 0.0 0.0
```
Forces are in eV/Å.

total charge: -1
gap between HOMO and LUMO (alpha / beta): 6.59 / 6.44 eV
multiplicity: 2
E_LUMO (alpha / beta): 2.52 / 2.52 eV
relative energy (zero: lowest compared OMol25 entry of this formula, charge and spin): 13.5 kcal/mol

=====

[6]
Molecular formula: C16H27ClF5NdO5SSi3
Method: DFT, the ωB97M-V functional and the def2-TZVPD basis

XYZ file:
```
59
Properties=species:S:1:pos:R:3:forces:R:3
Nd 11.858 7.436 8.899 0.0 -0.8 -0.2
Cl 9.671 5.168 8.040 1.4 1.3 2.2
S 10.560 8.883 10.905 0.0 -0.3 -0.3
Si 15.022 9.426 7.768 -0.1 0.0 1.3
Si 13.968 6.806 6.477 -0.2 -0.4 2.3
Si 15.061 6.897 9.646 1.5 -0.3 -1.1
F 7.388 11.027 6.415 0.4 -0.7 0.2
F 10.127 10.964 6.228 -0.4 -0.1 0.9
F 11.597 9.809 8.267 -1.7 0.9 0.3
F 7.541 8.887 10.628 0.0 -0.1 -1.1
F 6.093 9.488 8.377 0.5 0.5 -0.6
O 9.630 5.039 6.619 0.1 -0.7 0.8
O 9.345 6.582 8.405 1.8 0.1 -0.7
O 11.191 4.915 8.580 -3.3 1.4 -1.3
O 8.750 4.434 8.833 0.7 -1.2 -1.1
O 12.284 7.360 6.561 0.6 0.3 -1.1
C 10.171 10.010 8.437 1.0 -1.0 -1.0
C 14.883 10.795 9.205 -0.4 -1.4 -0.5
C 15.585 8.161 10.926 1.5 1.4 0.2
C 14.451 7.637 8.070 -0.9 0.7 0.1
C 13.661 5.905 10.453 -1.4 -0.1 1.8
C 8.110 10.381 7.360 -1.0 0.5 -0.9
C 14.168 10.310 6.369 1.1 -0.5 -0.9
C 14.730 7.266 4.847 -0.6 -1.6 -0.5
C 9.495 10.507 7.328 0.0 -0.5 0.2
C 8.141 9.274 9.494 1.3 0.5 -0.3
C 9.569 9.384 9.527 -0.5 0.4 0.2
C 11.604 7.684 5.363 -2.4 0.2 -0.4
C 16.592 5.724 9.373 -0.1 -0.6 0.7
C 13.815 4.900 6.635 -0.1 0.7 -0.8
C 7.417 9.657 8.339 0.9 0.0 2.2
C 16.845 9.349 7.414 2.7 -0.3 -1.0
H 11.712 8.709 4.942 0.6 -0.4 0.8
H 13.911 4.531 7.646 -0.2 0.0 0.3
H 14.804 8.938 11.129 0.5 -1.0 0.3
H 17.149 10.086 6.602 -0.4 -0.7 0.9
H 14.564 4.373 6.047 0.3 0.1 -0.1
H 10.513 7.584 5.570 0.6 0.0 -0.1
H 17.522 9.628 8.292 -0.9 -0.6 -1.0
H 16.438 8.820 10.465 -1.3 -1.3 0.8
H 11.795 6.989 4.555 0.3 -0.3 -0.1
H 14.059 5.202 11.229 -0.2 0.5 -0.7
H 16.564 5.208 8.374 0.1 0.6 0.9
H 16.582 4.912 10.170 0.1 0.8 -0.9
H 14.413 11.688 8.773 0.2 -0.2 0.3
H 14.434 11.381 6.389 -0.1 -0.5 -0.3
H 14.288 9.821 5.378 0.2 0.7 0.5
H 13.008 5.281 9.835 0.3 -0.4 -0.3
H 12.889 6.484 11.097 1.1 -0.3 -0.6
H 13.153 10.195 6.593 -1.8 0.2 0.3
H 12.851 4.587 6.208 0.1 0.0 0.3
H 15.945 10.943 9.381 0.0 0.5 0.4
H 17.219 8.323 7.001 -0.7 1.7 0.9
H 17.579 6.257 9.506 -1.1 -0.4 -0.3
H 15.643 7.802 5.019 0.5 0.4 -0.2
H 14.955 6.285 4.335 0.0 1.0 0.4
H 14.385 10.509 10.157 0.3 0.4 -0.8
H 16.022 7.692 11.877 -0.8 0.7 -1.3
H 14.035 7.791 4.190 0.3 0.2 0.0
```
Forces are in eV/Å.

gap between HOMO and LUMO (alpha / beta): 7.69 / 8.03 eV
multiplicity: 4
E_LUMO (alpha / beta): -0.61 / -0.25 eV
relative energy (zero: lowest compared OMol25 entry of this formula, charge and spin): 0.0 kcal/mol

=====

How do the records compare in calculated total energy? In the order shown, they have -3286.305528 -4140.396456 -703.296742 -460.023219 -3835.819568 -3789.497892 Ha.
How do the records compare in molecular weight? In the order shown, they have 591.97 733.12 116.14 281.12 652.38 690.40 g mol⁻¹.
How do the records compare in maximum force? In the order shown, they have 0.9 0.9 4.8 9.0 0.6 3.8 eV/A.